This record from the OMol25 dataset describes HNO3 in the gas phase at a distorted geometry. The level of theory is the ωB97M-V functional and the def2-TZVPD basis.

For the energy above the lowest of the compared OMol25 structures with the same formula, charge and spin, the calculation gives 0.0 kJ/mol. The electronic energy is -280.875707 Eh. The net charge is 0. As for the LUMO energy: -0.15 eV. As for the SMILES: O=NOO.

Each line ends with the Mulliken charge.
Element x y z (Å)
O -1.999 -0.633 -0.008  -0.2803
N -1.176 0.061 0.341  0.4137
O 0.179 -0.303 -0.293  -0.1764
O 1.149 0.583 0.224  -0.2692
H 1.848 0.292 -0.264  0.3122

Atomic forces in eV per Å
O -0.17 -0.88 -0.69
N 1.68 1.28 0.62
O -1.50 -0.74 -0.19
O -3.34 1.52 2.43
H 3.33 -1.18 -2.17